Density functional theory data (the ωB97M-V functional and the def2-TZVPD basis) for a cluster of 2 separate species, C4H13N3O in total.

```
21
Properties=species:S:1:pos:R:3
C -0.0293 1.4469 1.5230
C -1.4527 -1.4065 -0.6474
C -0.1325 0.0843 0.8849
C -0.6981 -0.1261 -0.3611
N -1.0918 1.0211 -1.1137
O -0.1278 -1.0071 1.7544
H 0.3514 -0.7699 2.5561
H -1.6442 1.6920 -0.5955
H -1.5661 0.7878 -1.9752
H 0.4180 2.1556 0.8267
H -1.0181 1.8238 1.8014
H 0.5838 1.4050 2.4296
H -1.3959 -1.6270 -1.7148
H -1.0199 -2.2381 -0.0988
H -2.5061 -1.3167 -0.3690
N 2.4536 -0.1712 -0.3483
N 1.8472 -0.5170 -1.5520
H 1.6578 -0.0983 0.4112
H 2.7451 0.8023 -0.4477
H 1.9307 -1.5334 -1.6270
H 0.6950 -0.4074 -1.3370
```

HOMO level = -8.02 eV
SMILES string = C/C(N)=C(/C)O.NN
E_LUMO = 0.674 eV
Energy relative to the best compared isomer or geometry (same formula, charge and spin) = 352.9 kJ/mol
F_max = 3.470 eV/A
Charge = 0
Kohn-Sham gap = 8.7 eV

***

Density functional theory data (the ωB97M-V functional and the def2-TZVPD basis) for an isolated molecule of C23H24ClN3O3.

```
54
Properties=species:S:1:pos:R:3
C -7.1037 -0.2501 1.0283
C -5.8253 0.0711 0.3167
C -4.7077 0.5008 0.9995
C -3.5175 0.8042 0.3279
C -3.4684 0.6628 -1.0704
C -4.5980 0.2236 -1.7632
C -5.7535 -0.0640 -1.0753
H -6.6259 -0.4017 -1.6153
H -4.5554 0.1140 -2.8372
N -2.3017 0.9646 -1.7192
C -1.1421 1.4126 -1.1306
O -0.1665 1.6554 -1.8259
C -1.2058 1.5532 0.3214
C -2.3365 1.2494 0.9946
H -2.3619 1.3351 2.0714
C 0.0549 2.0036 1.0092
N 1.1777 1.1908 0.5811
C 1.0423 -0.1553 0.7622
O 0.2473 -0.6094 1.5692
N 1.9184 -0.9504 0.0357
C 2.0529 -2.3246 0.4897
H 1.9595 -2.3407 1.5753
C 0.9874 -3.2258 -0.1388
O 1.0301 -3.1529 -1.5488
C 0.8428 -1.8264 -1.9828
H 0.8939 -1.8490 -3.0727
C 1.9068 -0.8781 -1.4157
H 1.6734 0.1294 -1.7499
H 2.8965 -1.1732 -1.7785
H -0.1533 -1.4700 -1.6714
H 1.1585 -4.2722 0.1188
H -0.0021 -2.9132 0.2257
H 3.0512 -2.6659 0.1977
C 2.3461 1.8479 0.0315
C 3.6245 1.1403 0.3943
C 3.8288 0.7128 1.7028
C 4.9913 0.0684 2.0768
C 5.9901 -0.1517 1.1424
C 5.8211 0.2835 -0.1582
C 4.6477 0.9264 -0.5226
Cl 4.4963 1.4694 -2.1614
H 6.5933 0.1289 -0.8957
H 6.9014 -0.6563 1.4246
H 5.1208 -0.2603 3.0966
H 3.0481 0.8802 2.4296
H 2.3841 2.8515 0.4729
H 2.2569 1.9742 -1.0528
H 0.2636 3.0411 0.7387
H -0.0791 1.9293 2.0948
H -2.2681 0.8584 -2.7269
H -4.7354 0.6098 2.0738
H -7.3890 -1.2853 0.8459
H -7.0009 -0.1018 2.0998
H -7.9098 0.3856 0.6642
```

HOMO level = -8.27 eV
SMILES string = Cc1ccc2[nH]c(=O)c(CN(Cc3ccccc3Cl)C(=O)N3CCOCC3)cc2c1
E_LUMO = 0.246 eV
Energy relative to the best compared isomer or geometry (same formula, charge and spin) = 44.6 kJ/mol
F_max = 0.726 eV/A
Charge = 0
Kohn-Sham gap = 8.5 eV

***

Density functional theory data (the ωB97M-V functional and the def2-TZVPD basis) for an isolated molecule of C10H20N4O4.

```
38
Properties=species:S:1:pos:R:3
C -2.0464 0.4354 0.2471
C -0.9224 1.3752 -0.2563
C -3.4321 0.9862 -0.2315
C -4.5117 -0.0650 -0.2849
C 1.1516 -0.1031 -0.6216
C 0.5045 -1.4358 -0.5851
C 1.8192 0.2134 0.7112
C 3.0155 -0.6710 1.0890
C 4.2095 -0.6243 0.1310
C 4.9429 0.7492 0.0967
H -1.2098 -0.3149 1.9105
H -2.0379 1.0865 2.1693
H -1.9625 -0.5642 -0.3079
H -3.6740 1.8808 0.4079
H -3.3314 1.3848 -1.2120
H -5.3523 -1.4752 0.9487
H -3.9531 -0.7991 1.5808
H 0.5671 1.8153 -1.2251
H 1.8787 -0.0950 -1.4543
H 2.0879 1.3112 0.8328
H 1.0327 0.0331 1.4409
H 3.3680 -0.4845 2.1334
H 2.6460 -1.6979 1.1607
H 3.9400 -0.9413 -0.8632
H 4.9520 -1.3985 0.4630
H 5.0591 1.2103 1.1185
H 4.3160 1.5145 -0.4303
H 6.1145 0.4776 -1.5217
H 6.7810 1.3463 -0.3338
H -0.0806 -2.6973 0.6560
N -2.0579 0.2207 1.6977
N -4.7333 -0.7144 0.9096
N 0.1335 0.9166 -0.9423
N 6.2246 0.5474 -0.5222
O -1.0813 2.5883 -0.0356
O -5.1292 -0.3111 -1.3169
O 0.1701 -2.1668 -1.4956
O 0.2285 -1.8035 0.6922
```

HOMO level = -9.57 eV
SMILES string = NCCCC[C@H](NC(=O)[C@@H](N)CC(N)=O)C(=O)O
E_LUMO = 0.334 eV
Energy relative to the best compared isomer or geometry (same formula, charge and spin) = 99.3 kJ/mol
F_max = 3.655 eV/A
Charge = 0
Kohn-Sham gap = 9.9 eV

***

Density functional theory data (the ωB97M-V functional and the def2-TZVPD basis) for the ion C5H10N3O with charge +1.

```
19
Properties=species:S:1:pos:R:3
C 0.1674 -0.8301 -0.9941
C -1.5291 0.3035 2.4005
C -0.7009 0.1071 1.2506
C 0.7596 -1.7237 -2.0500
C 0.8111 2.0667 0.7619
N 0.5113 0.4110 -0.8331
N -0.7216 -1.4730 -0.2409
N -0.1594 1.0954 0.2015
O -0.1985 -0.1714 2.5123
H -1.8506 1.1872 2.8995
H -2.0468 -0.5750 2.6869
H 0.2022 -2.6008 -2.4370
H 1.7309 -1.8948 -1.6523
H 0.8093 -1.1850 -2.9427
H 1.5729 1.4652 1.2946
H 1.1829 2.7872 -0.1136
H 0.5233 2.6309 1.5679
H -0.6130 -2.5039 0.0487
H -1.0283 1.5767 -0.2429
```

HOMO level (alpha / beta) = -14.11 / -14.11 eV
E_LUMO (alpha / beta) = -4.867 / -4.867 eV
Energy relative to the best compared isomer or geometry (same formula, charge and spin) = 651.4 kJ/mol
F_max = 4.321 eV/A
Charge = +1
Kohn-Sham gap (alpha / beta) = 9.2 / 9.2 eV

***

Density functional theory data (the ωB97M-V functional and the def2-TZVPD basis) for the ion C4H7O5P with charge -2.

```
17
Properties=species:S:1:pos:R:3
C -1.9266 2.0696 1.2731
C -1.6091 1.2363 0.3455
C 0.1718 -1.3106 -1.1844
C -1.0038 -0.1613 0.6833
O 1.7136 0.2234 0.4921
O 3.5841 -1.4092 0.3351
O 2.7618 -0.2980 -1.8186
O -1.0626 -1.1413 -0.3643
O 1.2459 -1.9630 -0.6697
P 2.5037 -0.7121 -0.3927
H -2.1322 3.1524 1.1201
H -1.7274 1.7787 2.2460
H -1.6758 1.5010 -0.7715
H 0.5864 -0.4904 -1.7859
H -0.3536 -1.9567 -1.9901
H 0.1349 0.1814 0.8556
H -1.2111 -0.7001 1.6263
```

HOMO level = 0.08 eV
SMILES string = C=CCOCOP(=O)([O-])[O-]
E_LUMO = 6.033 eV
Energy relative to the best compared isomer or geometry (same formula, charge and spin) = 83.3 kJ/mol
F_max = 4.573 eV/A
Charge = -2
Kohn-Sham gap = 5.9 eV

***

Density functional theory data (the ωB97M-V functional and the def2-TZVPD basis) for a structure of composition C4H8O2.

```
14
Properties=species:S:1:pos:R:3
C 0.4466 0.2211 1.9411
O 0.7641 -0.4062 0.8443
C 0.0780 -0.3540 -0.2648
C -0.5115 0.8865 -0.8783
O 0.0070 0.4838 -2.1570
C 0.6585 -0.6840 -1.6141
H -0.2403 1.0588 1.8993
H -1.3895 -0.8739 1.7022
H 1.1048 0.0279 2.7751
H -1.4533 -1.0567 0.9514
H -0.0555 1.8215 -0.5017
H -1.6019 1.0017 -0.8985
H 1.7542 -0.6281 -1.6813
H 0.3080 -1.5994 -2.1060
```

HOMO level (alpha / beta) = -7.76 / -7.70 eV
E_LUMO (alpha / beta) = 0.645 / 0.687 eV
Energy relative to the best compared isomer or geometry (same formula, charge and spin) = 613.7 kJ/mol
F_max = 0.423 eV/A
Charge = 0
Kohn-Sham gap (alpha / beta) = 8.4 / 8.4 eV

***

Density functional theory data (the ωB97M-V functional and the def2-TZVPD basis) for the ion C4H7N2 with charge +1.

```
13
Properties=species:S:1:pos:R:3
C -0.0578 -1.6591 1.0523
C -0.9683 -2.4491 1.4313
C 0.7495 -1.0288 0.1939
C 0.3309 0.2441 -0.4659
N 0.8035 1.3822 0.2384
N -1.2021 0.3295 -0.4764
H 1.7537 -1.3765 -0.0067
H 0.7116 0.3440 -1.6085
H 1.5289 1.9179 -0.2120
H 1.0131 1.2339 1.2151
H -1.5180 1.1551 -0.9994
H -1.5180 0.4305 0.5021
H -1.6271 -0.5238 -0.8641
```

HOMO level = -14.67 eV
E_LUMO = -6.080 eV
Energy relative to the best compared isomer or geometry (same formula, charge and spin) = 573.8 kJ/mol
F_max = 2.919 eV/A
Charge = +1
Kohn-Sham gap = 8.6 eV

***

Density functional theory data (the ωB97M-V functional and the def2-TZVPD basis) for a structure of composition C25H65ClF3NO15PS3.

```
114
Properties=species:S:1:pos:R:3
O -2.0673 2.1458 -1.1946
S -1.1104 2.4374 -2.2352
O -1.4199 3.4667 -3.2035
N 0.3750 2.7252 -1.6642
S 0.6376 2.9310 -0.1422
O -0.2774 3.7601 0.5865
O 2.0460 3.1440 0.0469
S 0.4942 0.9808 0.9042
O 0.4883 -0.1114 -0.0227
O 1.4709 1.0676 1.9558
C -1.1185 0.8841 1.8760
F -1.3434 1.9997 2.5509
F -2.1690 0.5952 1.1429
F -0.9383 -0.1105 2.7626
P -1.0209 0.7514 -3.6682
O 0.5903 0.5677 -3.6569
Cl -1.6359 -0.8512 -2.5753
H 0.9235 0.3963 -4.5495
C 4.6030 4.6601 -2.3161
C 3.5759 5.1584 -3.3246
C 2.8885 6.4271 -2.8380
O 2.6220 4.1475 -3.6075
H 4.1074 4.4130 -1.3734
H 5.0890 3.7565 -2.6862
H 5.3678 5.4147 -2.1190
H 4.0705 5.3586 -4.2794
H 2.3560 6.2247 -1.9051
H 2.1604 6.7702 -3.5734
H 3.6098 7.2268 -2.6558
H 2.1567 3.9487 -2.7814
C 5.0276 -1.8570 -4.6006
C 4.2348 -0.7569 -3.9083
C 5.0370 -0.0813 -2.8070
O 3.0067 -1.2573 -3.3971
H 5.2933 -2.6355 -3.8792
H 4.4329 -2.3168 -5.3905
H 5.9496 -1.4687 -5.0368
H 3.9409 -0.0058 -4.6452
H 5.3017 -0.8113 -2.0360
H 4.4454 0.7053 -2.3395
H 5.9591 0.3545 -3.1960
H 3.2035 -1.9106 -2.7162
C -1.4877 -5.4996 0.1746
C -0.9179 -4.1288 -0.1645
C 0.1926 -3.7271 0.7890
O -1.9523 -3.1489 -0.1805
H -1.9103 -5.4852 1.1835
H -2.2795 -5.7713 -0.5256
H -0.7134 -6.2687 0.1429
H -0.5335 -4.1380 -1.1824
H -0.1983 -3.6488 1.8049
H 0.5909 -2.7522 0.5068
H 1.0080 -4.4545 0.7759
H -2.3012 -3.0860 0.7159
C -1.2223 -4.5748 5.9734
C -0.8034 -3.4370 5.0548
C -1.1258 -2.0755 5.6455
O -1.4056 -3.5808 3.7682
H -2.3034 -4.5438 6.1382
H -0.9743 -5.5395 5.5295
H -0.7293 -4.4984 6.9438
H 0.2693 -3.5025 4.8612
H -2.2028 -1.9714 5.8027
H -0.8097 -1.2856 4.9639
H -0.6364 -1.9231 6.6065
H -2.3615 -3.5172 3.8793
C -1.7212 -1.1126 10.4051
C -1.3226 -0.0071 9.4389
C -1.5906 1.3742 10.0150
O -1.9805 -0.1703 8.1858
H -2.7934 -1.0580 10.6154
H -1.5111 -2.0914 9.9733
H -1.1848 -1.0254 11.3510
H -0.2603 -0.0988 9.2032
H -2.6592 1.4959 10.2151
H -1.2883 2.1462 9.3081
H -1.0501 1.5256 10.9504
H -2.9299 -0.0913 8.3354
C -2.0886 -5.5520 -6.0660
C -0.9524 -4.5789 -5.7840
C -0.2902 -4.8658 -4.4481
O -1.4082 -3.2346 -5.8402
H -2.8592 -5.4575 -5.2958
H -2.5466 -5.3344 -7.0312
H -1.7356 -6.5849 -6.0698
H -0.2092 -4.6519 -6.5817
H -1.0234 -4.7537 -3.6480
H 0.5192 -4.1588 -4.2641
H 0.1084 -5.8818 -4.4082
H -2.0547 -3.0969 -5.1362
C -3.2852 2.4857 -6.4430
C -3.4901 1.0532 -6.9115
C -4.5181 0.9647 -8.0309
O -3.8559 0.2120 -5.8229
H -4.2242 2.8881 -6.0500
H -2.5459 2.5318 -5.6442
H -2.9583 3.1271 -7.2637
H -2.5401 0.6445 -7.2627
H -5.4871 1.3300 -7.6777
H -4.6431 -0.0689 -8.3556
H -4.2206 1.5685 -8.8900
H -4.6797 0.5466 -5.4502
C -0.1610 4.6172 4.0403
C 1.2818 5.0493 4.2375
C 2.2465 4.0670 3.5997
O 1.5720 5.2261 5.6331
H -0.3269 3.6435 4.5111
H -0.8437 5.3365 4.4963
H -0.3988 4.5228 2.9805
H 1.4240 6.0398 3.8007
H 2.1428 3.0794 4.0586
H 3.2788 4.3958 3.7317
H 2.0499 3.9549 2.5333
H 1.4585 4.3631 6.0478
```

HOMO level = -6.21 eV
E_LUMO = 2.069 eV
F_max = 0.534 eV/A
Charge = -1
Kohn-Sham gap = 8.3 eV

***

Density functional theory data (the ωB97M-V functional and the def2-TZVPD basis) for the ion C3H9N3P with charge +1.

```
16
Properties=species:S:1:pos:R:3
C 1.5057 0.6006 -0.5953
C -0.2559 -1.0570 -0.3185
C -1.3514 -1.4825 -1.2806
N 0.7810 -0.2864 -1.1098
N 1.2742 1.0785 0.6794
N -0.4416 -0.4065 0.9515
P 1.0790 2.5650 1.4041
H 2.2181 1.0266 -1.2380
H 0.3591 -1.8733 -0.1648
H -1.4230 -0.8210 -2.2862
H -2.3431 -1.5892 -0.7982
H -1.0167 -2.5052 -1.6076
H -1.3041 0.1407 1.1830
H -0.0522 -0.9422 1.6765
H 0.9960 2.2030 2.7932
H -0.0249 3.3491 0.7113
```

HOMO level (alpha / beta) = -13.78 / -13.49 eV
SMILES string = C[C@H](N)/N=C\[N+]#[PH2]
E_LUMO (alpha / beta) = -6.742 / -6.762 eV
Energy relative to the best compared isomer or geometry (same formula, charge and spin) = 417.7 kJ/mol
F_max = 3.378 eV/A
Charge = +1
Kohn-Sham gap (alpha / beta) = 7.0 / 6.7 eV

***

Density functional theory data (the ωB97M-V functional and the def2-TZVPD basis) for a structure of composition C30H39N5O4S2.

```
80
Properties=species:S:1:pos:R:3
C -5.8404 2.5153 6.3644
H -6.7479 2.8542 7.1029
C -4.9609 3.5943 6.2403
C -3.7600 3.1921 5.2508
H -3.2033 4.0230 5.0860
H -3.1762 2.3702 5.6201
C -3.9519 2.8932 3.6504
N -2.9700 2.4397 3.0020
C -2.5979 3.1848 1.9236
O -3.3036 4.2333 1.5055
C -1.1392 2.8002 1.4006
C -0.8457 3.4378 0.1697
N -1.6663 4.6802 -0.4973
H -1.2030 4.8504 -1.2665
H -2.5099 4.7492 0.0069
C 0.5617 3.1799 -0.4907
H 1.1135 4.0994 -0.6148
S 1.1846 1.9669 0.6745
C -0.4356 1.8595 1.9062
N -0.4471 1.1437 2.7352
C 0.1519 -0.0469 3.0096
C 0.6911 -0.9998 2.0920
C 1.2846 -2.1362 2.5491
C 1.8447 -2.2115 3.7621
C 1.2504 -1.4971 4.8093
C 0.6183 -0.0969 4.4481
C 0.2637 1.0646 5.2613
H 0.8135 1.7961 5.2016
H 0.8463 0.7247 6.2736
H -0.7012 1.1782 5.4544
H 1.7312 -1.4578 5.7985
C 2.3431 -3.5300 4.1361
H 2.5461 -4.1578 3.4062
H 1.9056 -3.9015 4.9196
H 3.4370 -3.1417 4.4197
H 1.4716 -2.9469 1.9087
H -0.0572 -0.9562 1.1304
C 0.3495 2.7272 -1.8119
O -0.2258 3.3299 -2.6656
N 0.4597 1.1719 -1.9496
C 0.1550 0.6124 -3.0450
C -0.0474 0.9051 -4.3550
C -0.4443 -0.0238 -5.4383
C -0.2616 -1.3049 -5.3142
C 0.1975 -1.9450 -3.9746
C 0.2418 -0.8101 -2.8123
H 0.6212 -1.1812 -1.9445
S 0.4820 -3.3215 -3.4555
O -0.5003 -4.0356 -2.4538
O 0.9549 -4.4267 -4.6459
N 1.9445 -3.2752 -2.5323
C 3.0869 -3.0562 -3.3911
C 4.1299 -2.4138 -2.4335
C 4.6132 -3.2007 -1.4492
C 3.3582 -3.4255 -0.5705
C 2.4328 -4.0807 -1.4078
H 1.2277 -4.3102 -1.0252
H 2.6274 -5.1582 -1.9619
H 3.5958 -4.3313 0.2793
H 3.1743 -2.4019 -0.0704
H 5.2463 -2.8710 -0.8262
H 5.0224 -4.2102 -1.7988
H 5.0631 -2.2902 -3.2111
H 4.0807 -1.4472 -2.3578
H 2.7847 -2.2251 -4.2850
H 3.4196 -3.8681 -3.9252
C -0.4776 -2.2179 -6.3859
H 0.2409 -3.1928 -6.0858
H -1.4508 -2.5851 -6.5014
H 0.0967 -1.6108 -7.1801
H -0.6962 0.3649 -6.1694
H -0.4796 2.0374 -4.4121
H 0.6153 0.7296 -1.1764
H -2.2620 1.5757 3.4606
H -4.7365 3.6874 3.2696
H -4.7904 1.8561 3.8902
H -4.5383 3.8491 7.0201
H -5.4718 4.3674 5.5780
H -6.5522 2.0598 5.6106
H -5.3212 1.7021 6.7700
```

HOMO level = -8.57 eV
E_LUMO = -1.273 eV
Energy relative to the best compared isomer or geometry (same formula, charge and spin) = 2931.2 kJ/mol
F_max = 18.478 eV/A
Charge = 0
Kohn-Sham gap = 7.3 eV